[1]
Entry from OMol25: a structure of composition C35H62O19S6 (wB97M-V/def2-TZVPD).

For the LUMO energy, the calculation gives 0.261 eV. Its total energy is -141180.676 eV. For the orbital gap, the calculation gives 0.322 Ha. As for the highest occupied orbital energy: -8.5 eV.

Last column: Mulliken charge in e.
Positions of all 122 atoms, in Å:
C  2.764  23.550  17.971  0.707
C  1.392  23.968  17.762  -1.488
O  0.759  24.116  19.080  1.079
S  1.823  24.807  20.096  1.390
O  1.889  24.096  21.388  -0.732
O  1.868  26.313  20.087  -0.405
O  3.088  24.318  19.143  -0.322
H  3.590  23.708  17.278  -0.330
H  2.775  22.507  18.287  -0.820
H  0.803  23.200  17.261  -0.514
H  1.362  24.842  17.111  0.311
O  -3.180  23.543  18.932  -0.787
S  -1.951  24.323  19.093  1.181
O  -0.923  24.444  18.006  -0.908
O  -2.333  25.853  19.775  -0.569
C  -1.609  26.921  19.286  2.000
C  -1.996  27.224  17.814  -1.242
C  -1.111  23.661  20.578  -0.253
H  -0.528  26.795  19.230  -1.780
H  -1.789  27.764  19.953  0.528
H  -1.961  26.330  17.192  0.286
H  -1.393  28.026  17.387  0.402
H  -3.032  27.563  17.787  0.364
H  -0.220  24.250  20.796  -0.014
H  -0.795  22.669  20.257  -0.361
H  -1.734  23.538  21.464  0.630
O  4.529  25.272  16.117  -0.657
S  5.229  25.540  17.370  2.080
O  5.960  24.464  18.041  -0.553
O  6.177  26.905  17.090  -0.439
C  7.219  27.049  18.093  0.051
C  8.312  27.980  17.607  -1.259
C  4.088  26.338  18.611  -0.394
H  7.732  26.140  18.408  0.183
H  6.727  27.440  18.983  0.322
H  8.814  28.456  18.448  0.352
H  7.801  28.626  16.893  0.330
H  9.079  27.387  17.108  0.296
H  3.138  26.619  18.154  -0.508
H  4.464  27.329  18.866  0.581
H  3.910  25.667  19.451  0.333
O  -2.293  21.052  15.913  -0.627
S  -2.661  20.525  17.208  1.202
O  -3.118  19.144  17.453  -0.687
O  -1.317  20.591  18.221  -0.631
C  -0.371  21.637  18.004  1.312
C  0.542  21.518  19.259  -2.513
C  -3.807  21.639  18.126  -0.714
H  -0.801  22.615  17.786  0.341
H  0.230  21.407  17.124  0.061
H  -0.091  21.341  20.129  1.138
H  1.262  22.311  19.460  0.487
H  1.098  20.585  19.166  0.479
H  -3.502  22.675  17.979  0.262
H  -3.787  21.343  19.175  0.253
H  -4.838  21.461  17.819  0.530
O  3.006  21.807  19.965  -0.639
S  4.391  22.211  20.274  1.202
O  4.621  23.400  21.027  -0.793
O  5.248  20.938  21.031  -0.459
C  6.569  21.085  21.385  -0.067
C  7.476  20.022  20.949  -1.331
C  5.267  22.472  18.628  -0.133
H  6.608  20.963  22.467  0.474
H  7.003  22.075  21.240  0.301
H  7.127  18.995  21.064  0.342
H  8.429  20.161  21.459  0.369
H  7.649  19.903  19.879  0.274
H  4.862  21.718  17.953  -0.126
H  6.315  22.273  18.853  0.906
H  5.074  23.477  18.255  -0.517
O  2.446  21.790  17.199  -1.126
S  1.964  21.140  15.973  1.092
O  2.916  20.388  15.095  -0.768
O  0.764  20.086  16.386  -0.180
C  0.261  19.224  15.322  -0.288
C  -0.318  17.973  16.013  -1.208
C  0.904  22.324  14.993  -0.239
H  1.020  18.750  14.700  0.350
H  -0.419  19.918  14.828  0.371
H  -0.716  17.375  15.194  0.424
H  -1.021  18.260  16.795  0.193
H  0.392  17.314  16.513  0.330
H  0.571  21.898  14.047  0.496
H  1.540  23.196  14.841  0.820
H  -0.033  22.573  15.491  -0.127
C  0.101  26.490  16.825  0.074
C  0.018  25.198  16.256  -0.009
C  -0.078  25.001  14.891  0.230
C  -0.283  26.111  14.125  -0.865
C  -0.084  27.449  14.635  -1.333
C  0.141  27.548  16.016  0.539
H  0.172  26.616  17.895  -0.183
H  0.010  24.293  16.845  0.694
H  -0.468  24.070  14.506  0.317
H  -0.547  25.852  13.111  0.430
H  -0.172  28.355  14.054  0.461
H  0.328  28.568  16.318  0.236
C  6.584  22.946  16.527  -1.401
C  5.213  23.063  16.138  1.349
C  4.492  22.061  15.493  -0.676
C  5.114  20.835  15.423  -0.579
C  6.385  20.642  15.868  -1.039
C  7.135  21.727  16.390  -0.410
H  6.985  23.759  17.115  0.744
H  4.780  24.028  16.356  -0.542
H  3.412  22.090  15.485  0.570
H  4.664  19.962  14.974  0.498
H  6.691  19.615  15.735  0.397
H  8.100  21.473  16.804  0.460
C  -1.186  30.111  19.868  -0.309
C  -1.309  29.537  21.121  -0.645
C  -0.527  28.475  21.552  -0.728
C  0.341  27.897  20.650  -0.661
C  0.533  28.622  19.390  0.629
C  -0.201  29.707  18.989  -0.375
H  -1.902  30.805  19.454  0.379
H  -2.082  29.968  21.740  0.379
H  -0.690  28.005  22.510  0.402
H  0.969  27.028  20.789  0.585
H  1.394  28.228  18.871  0.044
H  -0.149  30.112  17.989  0.428



[2]
Entry from OMol25: a structure of composition C35H63BrIrN4O2P2Si4Te (wB97M-V/def2-TZVPD).

The total charge is +2. For the LUMO energy (spin up / spin down), the calculation gives -6.943 / -6.897 eV. Its total energy is -177619.513 eV. For the orbital gap (spin up / spin down), the calculation gives 0.063 / 0.166 Ha. As for the highest occupied orbital energy (spin up / spin down): -8.7 / -11.4 eV. The spin multiplicity is 6.

Last column: Mulliken charge in e.
Positions of all 113 atoms, in Å:
Ir  0.715  -0.521  -0.427  1.258
O  -0.063  -2.704  -4.842  -0.737
C  -0.796  -3.594  -4.121  -0.307
C  -0.539  -5.022  -4.527  0.873
C  -1.548  -5.966  -3.983  -1.222
C  -2.405  -5.604  -3.001  -0.734
C  -2.444  -4.285  -2.515  -1.238
C  -1.646  -3.267  -3.096  0.695
C  -1.916  -1.895  -2.490  -0.179
O  -0.922  -0.799  -2.945  -0.312
N  -1.881  -1.908  -1.090  0.134
N  -0.673  -2.206  -0.492  -0.444
C  -0.588  -1.871  0.789  -0.959
C  0.516  -2.220  1.674  0.345
Br  2.209  -2.473  0.768  -0.154
C  0.448  -2.225  3.008  -1.166
C  1.576  -2.235  3.950  0.262
C  1.594  -3.113  5.032  -0.637
C  2.639  -3.082  5.941  -0.586
C  3.662  -2.156  5.796  -0.528
C  3.639  -1.258  4.737  -0.870
C  2.606  -1.300  3.817  0.119
H  0.217  -2.015  -4.231  -0.064
H  -0.485  -5.088  -5.619  0.563
H  -1.542  -6.977  -4.370  0.542
H  -3.104  -6.323  -2.596  0.472
H  -3.142  -4.024  -1.733  0.518
H  -2.897  -1.531  -2.799  0.629
H  -2.406  -1.178  -0.617  0.318
H  -1.494  -1.547  1.307  0.592
H  -0.546  -2.202  3.449  0.611
H  0.797  -3.837  5.147  0.458
H  2.650  -3.780  6.767  0.410
H  4.471  -2.123  6.514  0.413
H  4.424  -0.522  4.629  0.432
H  2.574  -0.580  3.008  0.530
C  -2.521  1.448  -3.208  -1.092
P  -1.169  0.455  -3.855  0.955
C  -1.588  -0.039  -5.531  -1.273
C  0.355  1.448  -3.797  -0.783
C  1.701  0.708  -3.649  -1.343
P  2.246  0.463  -1.885  1.003
C  2.653  2.195  -1.436  -1.433
C  3.935  -0.190  -2.095  -1.397
H  -2.520  2.425  -3.694  0.466
H  -2.389  1.577  -2.133  0.173
H  -3.475  0.959  -3.410  0.466
H  -1.789  0.851  -6.130  0.546
H  -2.487  -0.657  -5.512  0.374
H  -0.781  -0.614  -5.982  0.322
H  0.223  2.153  -2.971  0.271
H  0.339  2.026  -4.725  0.653
H  2.477  1.304  -4.129  0.843
H  1.690  -0.267  -4.142  0.331
H  3.328  2.645  -2.165  0.506
H  3.146  2.180  -0.462  0.391
H  1.754  2.803  -1.342  0.191
H  4.368  0.173  -3.027  0.505
H  3.909  -1.275  -2.088  0.254
H  4.548  0.151  -1.261  0.429
C  0.857  5.396  4.165  -1.076
Si  1.118  4.162  2.768  0.572
C  2.493  2.930  3.159  -0.766
C  1.492  5.059  1.150  -0.692
Si  -0.947  2.999  2.553  -0.424
Te  -0.651  1.531  0.472  -1.005
Si  -1.476  1.626  4.430  0.545
C  -2.227  2.846  5.653  -1.090
C  -2.727  0.309  3.911  -0.627
C  0.063  0.819  5.154  -0.545
Si  -2.826  4.222  1.740  0.628
C  -3.417  5.499  2.987  -1.093
C  -2.312  5.076  0.128  -0.849
C  -4.201  2.973  1.368  -0.874
H  1.743  6.020  4.297  0.403
H  0.666  4.895  5.116  0.288
H  0.016  6.060  3.957  0.285
H  3.455  3.442  3.246  0.497
H  2.589  2.173  2.377  0.005
H  2.311  2.414  4.103  0.227
H  2.401  5.659  1.241  0.416
H  0.681  5.735  0.874  0.265
H  1.639  4.358  0.327  -0.047
H  -3.186  3.229  5.304  0.237
H  -1.566  3.699  5.823  0.294
H  -2.397  2.369  6.621  0.393
H  -3.694  0.751  3.663  0.342
H  -2.891  -0.408  4.718  0.439
H  -2.381  -0.248  3.036  -0.157
H  0.723  1.565  5.602  0.437
H  0.638  0.260  4.414  -0.264
H  -0.215  0.119  5.947  0.446
H  -2.623  6.202  3.248  0.298
H  -3.769  5.033  3.907  0.295
H  -4.245  6.077  2.573  0.390
H  -1.615  5.892  0.326  0.284
H  -3.178  5.504  -0.382  0.402
H  -1.824  4.380  -0.558  0.083
H  -4.642  2.592  2.292  0.280
H  -3.823  2.117  0.804  0.155
H  -5.004  3.431  0.788  0.394
C  2.143  -5.443  -6.267  -0.997
N  1.995  -5.034  -4.889  0.141
C  0.936  -5.471  -4.004  0.262
C  1.337  -4.735  -2.759  -0.632
N  2.342  -3.889  -2.998  -0.213
C  2.711  -4.074  -4.261  -0.222
H  1.495  -6.295  -6.461  0.368
H  3.171  -5.748  -6.467  0.398
H  1.883  -4.636  -6.956  0.356
H  0.916  -6.562  -3.901  0.458
H  0.860  -4.831  -1.798  0.445
H  3.513  -3.541  -4.751  0.451



- Which of these has the lowest total energy?
  C35H63BrIrN4O2P2Si4Te



- Which formula does entry 2 have?
  C35H63BrIrN4O2P2Si4Te



- Which of these has the highest total energy?
  C35H62O19S6